# 1
Below is a molecular structure, C16H25ClNO5P2STm at a distorted geometry, with properties calculated with wB97M-V/def2-TZVPD.

The geometry in XYZ format:
```
52
Properties=species:S:1:pos:R:3:forces:R:3:nbo_charge:R:1
H 1.42771 -0.23816 -7.28248 -0.24 0.05 0.14 0.263
H -0.16969 3.75054 -3.00169 0.01 -0.32 0.18 0.263
C 1.12787 3.39393 -0.46615 0.29 -0.41 0.33 -0.917
C 0.35627 0.02904 -5.47256 2.17 0.48 0.72 0.584
H 1.33147 -3.33102 0.99409 0.09 -0.16 -0.17 0.251
H 1.23836 -4.67025 -0.19665 0.07 0.33 0.02 0.265
C -0.57303 -0.76209 6.47124 0.13 0.16 0.15 -0.176
H 1.23698 3.29046 0.61842 0.11 0.17 -0.20 0.268
H -2.52957 2.56734 -0.93249 0.03 0.25 0.06 0.240
H -0.73381 -2.20996 4.83796 -0.08 0.24 0.27 0.247
C -1.36023 -3.58437 -0.31633 -0.25 0.36 -0.04 -0.933
H 2.38635 -3.30839 -0.44969 -0.13 -0.16 0.14 0.254
C -0.06540 2.66485 -2.86433 -0.16 -0.50 -0.28 -0.925
H -0.07089 -1.20961 -7.16557 -0.02 0.31 0.05 0.263
H -1.59006 4.09525 -0.85589 -0.19 -0.13 0.10 0.272
H -0.87627 2.13588 -3.37509 0.17 0.24 -0.09 0.254
C -0.40762 -0.20693 4.13914 -0.52 -0.71 0.80 -0.213
H -0.33935 0.88798 7.85686 0.05 -0.10 -0.43 0.257
H 1.27531 -3.15017 -3.05540 -0.25 -0.03 0.08 0.264
C -0.49444 -0.35885 2.70254 0.08 0.19 -1.14 0.676
H -0.72161 -1.49392 7.27104 0.06 0.29 -0.35 0.255
H -1.20704 -4.65702 -0.48007 -0.13 0.20 0.03 0.267
C 0.38569 -0.23650 -6.94586 0.21 -0.05 -0.12 -0.735
O 1.29608 0.32916 -4.76819 -2.05 -0.62 -1.08 -0.518
H -0.16277 0.55025 -7.48247 0.01 -0.26 0.20 0.273
C -1.64369 3.05811 -0.50913 -0.11 -0.44 -0.01 -0.942
Cl -1.27982 -0.15539 -4.76566 -0.11 -0.08 0.18 -0.110
Tm -0.54507 -0.18954 0.11469 -1.05 -0.47 -0.57 1.924
H -1.48140 -3.38672 0.75818 0.08 -0.12 -0.31 0.266
O -0.88560 -1.35619 1.95407 0.61 0.75 1.13 -0.776
C -0.12924 1.54350 5.80013 0.00 -0.05 -0.26 -0.189
C -0.34342 0.58559 6.80586 -0.08 -0.12 -0.38 -0.126
O -1.03311 3.00634 2.73643 0.75 -0.62 0.56 -0.885
P 0.09766 -2.68551 -0.98568 0.03 -1.72 0.15 0.718
H 0.07815 2.59168 6.02502 -0.12 -0.36 0.09 0.260
H 0.17132 -4.48954 -2.62465 0.01 0.32 0.14 0.265
C -0.59597 -1.17177 5.13994 0.04 0.23 -0.42 -0.115
H 0.79865 4.41007 -0.71588 0.09 -0.24 0.05 0.262
C -0.18173 1.12140 4.47355 0.21 0.49 1.35 -0.213
P -0.11692 2.22762 -1.10376 -0.07 1.96 -0.32 0.695
H 2.08614 3.18578 -0.95420 -0.08 0.13 0.15 0.255
H 0.88528 2.32032 -3.28606 -0.20 0.10 0.00 0.272
O 1.42160 2.58261 2.88051 -0.98 -0.30 0.41 -0.873
O 2.95602 -0.08249 -0.11000 -4.69 -0.01 -0.63 -0.339
H -0.47762 -2.96874 -3.31943 0.19 -0.16 0.04 0.259
H -1.69596 3.03710 0.58782 -0.01 0.10 -0.27 0.278
C 0.28302 -3.39680 -2.65495 -0.08 0.47 -0.37 -0.917
H -2.26730 -3.25540 -0.83643 0.03 -0.23 0.07 0.245
N -0.12781 0.75626 2.03905 -0.26 0.15 0.01 -1.039
C 1.80356 -0.09904 -0.20304 5.81 0.04 0.78 0.460
S 0.06600 2.12345 3.04352 0.31 -0.08 -1.06 2.285
C 1.39696 -3.59016 -0.07032 0.23 0.46 0.14 -0.917
```
Forces are in eV/Å.

Computed properties:
- Total charge: +2
- ⟨S²⟩: 2.002
- Energy above the lowest of the compared OMol25 structures with the same formula, charge and spin: 0.0 kcal per mole
- Spin multiplicity: 3
- E: -3681.4455 hartree
- Max |F|: 0.114 hartree/bohr
- LUMO (spin up / spin down): -7.538 / -7.490 eV
- Gap between HOMO and LUMO (spin up / spin down): 7.985 / 8.032 eV

***

# 2
Below is 17 unconnected molecules or ions with the total composition C21H28Cl48O2Si at a distorted geometry, with properties calculated with wB97M-V/def2-TZVPD.

The geometry in XYZ format:
```
100
Properties=species:S:1:pos:R:3:forces:R:3:mulliken_charge:R:1
Cl -1.12653 -6.66648 2.67022 -0.04 -0.12 0.03 0.000
H 1.97767 5.43259 1.49889 0.02 -0.02 -0.01 0.332
Cl -4.44604 -5.08712 1.22608 0.04 0.02 -0.06 -0.140
H -4.14070 1.36058 -1.69859 -0.09 0.05 -0.11 -0.152
H -1.21353 5.08351 7.70581 0.02 -0.03 -0.01 -0.029
C -7.65532 -0.24982 -1.95363 0.01 0.01 0.01 0.598
Cl 6.82282 4.18667 -12.89269 -0.02 -0.05 0.02 -0.124
C -1.41375 0.88447 -1.85004 -0.69 0.12 0.80 -0.570
H -1.68580 0.50138 0.27178 -0.13 -0.26 0.13 0.403
H -0.30719 -0.30752 -0.45246 -0.17 0.02 0.18 0.009
Cl 2.81267 -1.85319 -3.65632 -0.03 -0.02 -0.02 0.018
C 2.85467 -7.79017 -0.22453 -0.07 0.04 -0.11 0.007
Cl 3.09887 -2.71242 0.07588 -0.04 0.01 0.03 -0.044
H -4.37758 -0.90255 2.80313 -0.13 0.04 -0.06 0.504
Cl 3.44715 -8.93189 -1.43354 0.00 0.04 0.06 -0.136
H -2.75964 2.75079 -0.36077 0.05 0.11 -0.03 -0.195
Cl 3.74092 -6.26547 -0.30464 0.04 0.01 0.07 -0.055
Cl 4.59726 -1.46460 -5.90902 0.03 -0.05 0.01 -0.155
C -2.12376 -1.37143 -0.85125 0.56 -0.18 -0.41 -0.732
C -4.70862 3.54699 3.88908 0.12 0.00 -0.01 -0.122
O -2.86873 -1.85252 0.27819 0.37 0.40 0.08 0.334
Cl 7.05531 1.68734 -14.35653 -0.02 0.01 0.05 -0.125
H -2.75169 -1.33559 -1.74578 -0.26 0.29 0.19 0.476
H 6.41181 -5.09356 -1.90589 -0.02 -0.02 -0.01 0.266
H 2.14498 2.85853 -2.73556 0.01 0.00 0.00 0.031
C -1.35544 -0.05505 -0.60912 0.07 0.13 -0.85 -0.366
C -3.82990 -0.99043 0.70181 -0.29 0.31 1.66 0.272
H -6.81880 -0.68686 -1.42142 0.02 0.04 0.00 -0.179
H -0.49642 1.47007 -1.87109 0.04 -0.04 -0.31 0.062
H -1.52433 0.29481 -2.76117 0.29 0.11 -0.12 0.475
Cl 7.65318 -4.71952 -3.85563 -0.05 0.00 0.06 -0.128
Cl -8.01376 1.31506 -1.21980 0.03 -0.03 0.00 -0.136
H -5.76367 3.78101 3.94013 0.00 -0.01 -0.01 0.335
C 1.78129 -2.94647 1.23117 -0.08 -0.07 -0.08 -0.360
Si -2.86714 2.10475 -1.69227 0.41 -0.43 -0.07 0.626
H 2.20655 -3.26807 2.17344 0.04 -0.01 -0.01 0.408
Cl 1.12880 -7.49584 -0.42715 -0.02 -0.14 0.00 -0.053
Cl 2.19400 0.11696 -9.76201 0.04 -0.01 0.03 -0.122
C 7.04928 2.44071 -12.75992 0.05 0.02 -0.04 0.306
C -3.64339 -0.47794 2.12463 0.92 -0.51 -0.57 -0.410
Cl 8.53705 2.06708 -11.88570 -0.06 0.00 0.00 -0.122
Cl -0.61798 3.20111 9.43185 0.02 -0.07 0.13 -0.097
C 2.11582 9.68972 7.95236 0.01 0.14 0.00 0.444
Cl 0.68934 6.35975 7.23111 0.01 -0.12 -0.04 -0.129
H -0.54554 0.86204 9.54894 0.00 0.02 0.02 0.348
Cl -0.87167 -3.28652 3.78264 0.02 0.05 0.08 0.051
H -0.22101 -8.43431 3.90565 0.03 0.00 0.02 0.366
C -3.85687 -4.62642 -0.37355 -0.15 -0.11 -0.08 0.770
Cl -2.16731 -5.10663 -0.57622 -0.14 -0.03 -0.06 -0.152
C 1.62357 5.35609 0.47965 -0.17 0.06 -0.14 -0.034
Cl -2.05928 6.84435 6.42290 0.12 0.12 0.10 -0.141
H 6.21799 2.03412 -12.19811 0.00 -0.01 0.00 0.066
Cl 1.64663 -7.11095 3.40277 0.04 0.00 0.02 -0.114
C -0.69667 1.57399 8.74860 -0.02 0.03 -0.19 -0.023
Cl -4.17899 3.73892 2.21558 -0.03 -0.02 0.02 -0.076
H -3.90986 -3.54780 -0.45331 0.04 -0.12 0.03 -0.456
Cl 2.69093 4.11718 -4.63068 -0.03 -0.03 0.06 -0.134
Cl 0.91265 -1.43596 1.51006 0.20 0.02 0.09 -0.090
Cl 4.76627 -4.74902 -3.53127 0.07 -0.18 0.07 -0.106
Cl -4.86245 -5.33086 -1.64183 0.02 0.01 0.02 -0.152
Cl 1.77440 -1.99492 -6.36226 0.05 0.00 -0.03 -0.123
H 4.00904 -0.67889 -8.51964 0.00 0.01 0.00 -0.263
Cl 0.11563 3.86741 -3.29983 0.08 0.09 -0.01 -0.102
C 3.90480 -0.21834 -9.49389 -0.07 -0.02 -0.09 0.654
Cl -3.84172 4.65811 4.95248 -0.11 -0.14 -0.11 -0.045
Cl -0.06067 4.82810 0.51860 0.05 -0.01 0.03 -0.071
H -1.38504 -2.14883 -1.04897 -0.11 -0.12 0.11 0.249
H -2.81551 3.11620 -2.76886 -0.13 0.03 0.04 -0.241
H -3.71502 0.60412 2.11831 -0.24 0.08 -0.08 -0.134
Cl 3.81794 9.91418 7.53683 -0.03 -0.03 0.01 -0.131
Cl -1.34652 6.84705 9.24275 0.03 -0.08 -0.08 -0.121
Cl 4.84501 1.27694 -9.49832 0.02 0.01 0.04 -0.124
Cl -2.28380 1.27891 8.03506 0.02 0.01 0.03 -0.098
C 6.31388 -4.41987 -2.74734 0.04 0.11 -0.10 0.074
Cl 2.62838 4.16886 -0.36108 0.08 -0.02 0.08 -0.097
Cl -2.08855 -1.48646 5.71450 0.01 -0.04 0.04 -0.047
Cl 1.76817 6.94218 -0.27751 0.01 -0.07 0.04 -0.121
Cl -7.19631 -0.05369 -3.64828 0.03 -0.01 0.05 -0.135
Cl 1.07166 10.39113 6.71382 0.02 -0.08 0.04 -0.118
H 3.37009 -3.37505 -5.34713 0.03 -0.05 -0.01 0.218
Cl 0.57827 1.34032 7.55122 -0.03 -0.02 0.05 -0.114
H 1.91773 8.62754 7.99903 -0.02 0.03 0.01 -0.066
C 3.16449 -2.31601 -5.32042 -0.14 0.27 0.04 0.022
Cl 1.35464 1.53710 -4.49863 0.05 -0.01 0.00 -0.088
Cl 6.36106 -2.76374 -2.13851 -0.02 -0.04 0.02 -0.110
C -1.01155 6.14381 7.65715 -0.09 0.23 -0.01 0.396
Cl 1.76143 10.38399 9.53640 0.00 -0.05 -0.03 -0.127
O -4.77638 -0.67331 0.05196 -0.43 -0.01 -1.03 -0.530
C -0.04092 -7.36845 3.86556 -0.10 0.16 -0.13 -0.141
C -2.13732 -3.09971 4.99490 0.04 0.06 -0.18 -0.284
H -1.97116 -3.82984 5.77625 -0.03 0.00 0.01 0.347
Cl -4.48728 1.87486 4.41403 -0.06 0.10 0.17 -0.089
Cl 0.65922 -4.19306 0.68171 0.25 0.18 0.09 0.123
Cl -0.35271 -6.69920 5.47205 0.02 -0.04 0.00 -0.126
Cl -3.70485 -3.40785 4.25163 -0.09 -0.07 0.16 -0.089
C 1.64488 3.06937 -3.67056 -0.07 0.00 -0.14 0.235
H -2.63863 -0.74749 2.45453 -0.13 -0.04 0.21 0.117
H 3.01308 -8.22004 0.75571 -0.01 -0.01 0.00 0.227
Cl 4.52098 -1.34415 -10.70679 0.00 0.02 0.05 -0.130
Cl -9.03893 -1.33884 -1.80732 0.04 0.00 0.01 -0.143
```
Forces are in eV/Å.

Computed properties:
- Energy above the lowest of the compared OMol25 structures with the same formula, charge and spin: 0.0 kcal per mole
- E: -23346.0764 hartree
- Max |F|: 0.033 hartree/bohr
- LUMO: -0.024 eV
- Gap between HOMO and LUMO: 10.502 eV

***

# 3
Below is C3H5N3O in the gas phase at a distorted geometry, with properties calculated with wB97M-V/def2-TZVPD.

The geometry in XYZ format:
```
12
Properties=species:S:1:pos:R:3:forces:R:3:nbo_charge:R:1
H 3.01125 1.44625 -0.00251 -1.67 -0.73 0.38 0.224
N 2.43094 -0.50690 -0.03796 0.96 -2.85 0.78 -0.131
H -2.28133 0.80381 -0.97861 0.75 -1.72 2.49 0.368
H -1.80281 1.09225 0.58830 -0.08 0.14 0.11 0.364
C 2.14520 0.71529 0.05899 0.66 1.80 -0.97 0.135
C -1.13753 -0.74607 0.07359 -0.19 1.01 0.33 -0.277
H -1.44062 -1.52098 -0.65495 0.51 0.17 0.59 0.231
N -2.13053 0.33185 0.00811 -0.61 0.99 -1.77 -0.829
N 0.79387 0.95937 -0.00350 -1.06 1.03 -0.78 -0.509
O 1.22117 -1.20286 -0.03326 -0.14 1.85 -1.60 -0.307
H -1.07033 -1.17646 1.17097 -0.38 0.71 -2.27 0.234
C 0.26070 -0.19555 -0.18918 1.25 -2.38 2.69 0.498
```
Forces are in eV/Å.

Computed properties:
- Energy above the lowest of the compared OMol25 structures with the same formula, charge and spin: 64.6 kcal per mole
- E: -356.7544 hartree
- Max |F|: 0.074 hartree/bohr
- LUMO: 0.578 eV
- Gap between HOMO and LUMO: 10.491 eV

***

# 4
Below is C2H7ClSi2 in the gas phase at a distorted geometry, with properties calculated with wB97M-V/def2-TZVPD.

The geometry in XYZ format:
```
12
Properties=species:S:1:pos:R:3:forces:R:3:nbo_charge:R:1
C 0.42506 -1.81264 -0.91140 1.51 1.01 0.64 -1.157
Si 0.64415 -1.17304 0.73141 -0.65 -0.77 -3.53 1.288
C -0.66619 0.05741 0.90520 -0.78 1.54 0.96 -1.411
H 0.22126 -1.01869 -1.71450 -0.60 -1.39 1.33 0.227
H 1.86397 -0.97406 1.57156 -0.59 -0.69 0.20 -0.133
H -1.00648 2.56845 0.46239 0.60 1.06 0.61 -0.191
H -1.33897 1.85465 -1.47064 0.67 -1.07 -0.32 -0.141
H 0.97823 -2.65001 -1.29705 0.19 -0.21 -0.21 0.212
H -0.51445 0.33054 1.98440 -0.50 0.89 -0.88 0.265
H -1.75608 -0.09582 0.75692 0.73 -0.91 0.30 0.286
Cl 1.56655 1.39412 -0.68320 0.78 0.91 -0.56 -0.346
Si -0.41707 1.51909 -0.33509 -1.37 -0.38 1.45 1.101
```
Forces are in eV/Å.

Computed properties:
- Energy above the lowest of the compared OMol25 structures with the same formula, charge and spin: 69.1 kcal per mole
- E: -1119.4837 hartree
- Max |F|: 0.071 hartree/bohr
- LUMO (spin up / spin down): -0.434 / -0.434 eV
- Gap between HOMO and LUMO (spin up / spin down): 7.184 / 7.183 eV